# C4H12NO2

A cluster of 2 separate species, C4H12NO2 in total (ωB97M-V/def2-TZVPD, OMol25).

Geometry as XYZ:
```
19
Properties=species:S:1:pos:R:3:forces:R:3:nbo_charge:R:1
C 0.511002 -2.078991 1.020051 2.25 1.40 -3.09 -0.627
C 0.562119 -0.550436 1.255818 -4.28 -0.55 1.53 -0.032
C -0.422890 0.175955 0.242524 3.11 1.73 0.55 -0.454
C 0.254063 0.403241 -1.175577 -1.44 -1.44 -1.82 0.064
O 1.553187 0.522363 -1.283267 0.08 0.57 0.92 -0.909
N -0.039035 -0.334212 2.620852 3.44 0.19 -0.75 -0.909
H 1.119028 -2.659022 1.716178 -0.25 0.08 0.09 0.192
H -0.525713 -2.381539 0.960445 -0.12 -0.30 0.11 0.191
H 1.010238 -2.137522 -0.047970 -1.05 -0.54 1.77 0.218
H 1.513391 -0.103033 1.300913 1.20 0.30 -0.54 0.213
H -1.397393 -0.260155 0.288953 -0.69 -0.71 -0.44 0.172
H -0.559946 1.223026 0.575223 0.15 -0.47 0.52 0.185
H -0.073971 -0.549813 -1.807078 -0.32 1.18 0.37 0.034
H -0.391030 1.356353 -1.628020 0.69 -1.44 0.59 -0.020
H -0.970493 -0.377538 2.780015 -3.13 -0.13 0.21 0.348
H 0.512262 -0.088541 3.412338 0.33 0.09 0.08 0.354
H -1.011704 2.645226 -2.591277 0.31 0.09 -1.65 0.485
H -0.631703 2.215031 -4.101358 -0.86 1.77 1.84 0.475
O -1.011412 2.979608 -3.538764 0.58 -1.82 -0.31 -0.982
```
Forces are in eV/Å.

Energy, Ha: -364.78095
Net charge: -1
Kohn-Sham gap, eV: 6.731
ΔE to the lowest compared entry with this formula, charge and spin, kJ/mol: 195.7
Strongest force on any atom, eV Å⁻¹: 4.6